DFT (wB97M-V/def2-TZVPD) results for a structure of composition C67H47F3InO11.

```
129
Properties=species:S:1:pos:R:3:forces:R:3
C 3.54994 -4.15387 6.70668 0.1 0.4 -0.3
C 3.48741 -4.74039 5.64760 0.1 -0.4 -0.6
In 3.69076 -5.61976 3.60450 0.1 -0.2 0.3
C 3.18175 -3.96877 2.17565 -1.6 1.9 -0.7
C 3.74470 -2.75677 2.76515 0.8 0.3 -0.3
C 4.75221 -1.96457 2.19372 -0.1 -0.2 0.1
C 2.40571 -7.44817 3.51748 -0.2 0.1 -0.5
C 0.99161 -7.28555 2.97434 0.8 -0.3 0.5
O 0.90876 -6.31454 1.89828 -0.4 0.3 0.4
C -0.28451 -5.66516 1.90029 0.1 -0.4 -0.3
C -0.54665 -4.64374 2.97932 -0.1 -0.4 -0.1
O -1.09886 -5.92416 1.05116 0.1 0.3 0.0
C 5.81067 -6.35615 3.42149 -0.9 -0.2 0.6
O 6.78890 -5.29804 3.14662 -0.3 -0.6 -0.3
C 7.03218 -5.15114 1.85407 -0.1 0.5 0.7
F 7.96692 -6.02316 1.40038 0.2 0.0 -0.2
F 7.48753 -3.90393 1.67627 0.4 -0.1 -0.5
F 5.96994 -5.32030 1.05462 -0.1 0.1 -0.2
H 3.68112 -3.43155 7.47399 -0.1 -0.2 0.3
H 3.49334 -4.12213 1.14176 0.3 -0.2 0.1
H 2.08571 -3.86206 2.16647 -0.1 -0.7 0.2
H 3.33800 -2.45423 3.73530 1.0 -1.1 0.8
H 5.77485 -1.98892 2.56250 -0.4 1.3 1.2
H 4.54897 -1.25947 1.39122 0.3 -1.4 -1.3
H 2.30567 -7.85718 4.52576 0.1 0.1 0.1
H 2.91097 -8.21620 2.92462 0.2 0.1 0.0
H 0.35389 -6.98238 3.80594 -0.2 0.1 -0.1
H 0.61713 -8.22685 2.56284 -0.2 0.1 0.0
H -1.52394 -4.21788 2.77782 0.0 0.2 0.1
H -0.57166 -5.14653 3.94454 0.1 0.1 0.1
H 0.23434 -3.89054 3.01685 0.0 0.0 0.0
H 5.91769 -7.18912 2.72463 0.2 0.2 -0.2
H 6.05966 -6.76961 4.39839 0.3 0.2 0.1
C -3.27917 -6.13843 -0.78100 -0.4 -0.1 -0.2
C -4.49674 -6.58082 -1.29152 0.1 0.1 0.0
C -5.14508 -5.86492 -2.28466 -0.1 -0.2 0.1
C -4.58488 -4.69147 -2.76862 0.1 0.2 0.0
C -3.37238 -4.23148 -2.24118 -0.1 -0.1 -0.1
C -2.71910 -4.96344 -1.25620 0.0 0.0 0.0
C -2.77819 -2.95154 -2.71166 0.2 0.0 0.1
O -1.72792 -2.54207 -2.26399 0.0 0.1 0.0
C -3.51277 -2.16841 -3.74782 -0.1 -0.1 0.0
C -3.00363 -0.94353 -4.16180 0.0 0.2 -0.1
C -3.66704 -0.21005 -5.13111 0.0 -0.1 0.0
C -4.83877 -0.70062 -5.69857 0.0 0.0 0.0
C -5.35270 -1.91784 -5.28583 0.0 0.1 -0.1
C -4.69764 -2.65139 -4.30392 0.1 0.0 0.1
C -5.28276 -3.94399 -3.84647 -0.2 -0.2 -0.1
O -6.30772 -4.36723 -4.34350 0.0 0.0 0.0
H -2.77589 -6.70330 -0.01613 0.1 0.0 0.0
H -4.94006 -7.49263 -0.91205 0.0 0.0 0.0
H -6.08788 -6.21414 -2.68315 0.0 0.1 -0.1
H -1.77794 -4.61550 -0.85824 0.0 0.0 0.0
H -2.09074 -0.56125 -3.72410 0.0 -0.1 0.1
H -3.27133 0.74664 -5.44860 0.0 0.0 0.0
H -5.35222 -0.12846 -6.46038 0.0 0.0 0.0
H -6.26568 -2.30026 -5.72112 0.0 -0.1 0.1
C -6.62886 7.77920 -3.21288 0.0 0.0 0.1
C -6.98110 7.98470 -1.88262 0.0 0.0 -0.1
C -6.72196 7.00797 -0.93639 -0.1 0.2 0.0
C -6.11898 5.81590 -1.31797 0.0 -0.1 -0.1
C -5.78562 5.60085 -2.65659 0.0 0.0 0.1
C -6.03341 6.59058 -3.59933 -0.1 0.1 -0.1
C -5.17977 4.31086 -3.09346 0.1 -0.1 -0.2
O -4.88598 4.12729 -4.25708 0.0 0.0 0.0
C -4.95147 3.25561 -2.06967 -0.1 0.1 0.1
C -4.43798 2.02776 -2.46476 0.1 -0.2 0.0
C -4.20690 1.03835 -1.52459 0.0 0.0 0.1
C -4.47868 1.27569 -0.18033 0.0 0.0 -0.1
C -4.99578 2.49688 0.22023 0.0 -0.1 0.1
C -5.24328 3.48716 -0.72264 0.0 0.0 -0.1
C -5.83012 4.78128 -0.28575 -0.1 0.0 0.3
O -6.07211 4.99355 0.88497 0.0 0.0 0.0
H -6.82458 8.54769 -3.94930 0.0 0.0 0.0
H -7.45687 8.90999 -1.58505 0.0 0.0 0.0
H -6.98981 7.16662 0.09931 0.1 -0.1 0.0
H -5.76298 6.42636 -4.63331 0.0 -0.1 0.0
H -4.22338 1.84400 -3.50724 0.0 0.1 0.0
H -3.81292 0.08049 -1.83680 0.0 0.0 0.0
H -4.29005 0.50352 0.55378 0.0 0.0 0.0
H -5.21181 2.68211 1.26356 0.0 0.1 0.0
C 5.48713 3.45336 -5.17912 0.0 0.0 0.1
C 5.04716 3.63484 -3.87149 0.0 0.0 0.0
C 5.26334 2.65027 -2.92275 -0.1 0.2 0.0
C 5.91072 1.47400 -3.27869 0.0 -0.1 -0.1
C 6.33212 1.28255 -4.59490 0.0 0.0 0.1
C 6.12719 2.28055 -5.54014 -0.1 0.1 -0.1
C 6.98729 0.00932 -5.00852 0.1 -0.1 -0.2
O 7.35734 -0.15136 -6.15496 0.0 0.0 0.0
C 7.16704 -1.05600 -3.98721 -0.1 0.1 0.1
C 7.72356 -2.27176 -4.36528 0.0 -0.2 0.0
C 7.90621 -3.27114 -3.42482 0.0 0.0 0.1
C 7.54697 -3.05664 -2.09824 0.0 0.0 -0.1
C 6.98921 -1.85019 -1.71579 0.0 0.0 0.2
C 6.78589 -0.84860 -2.65729 0.1 0.0 -0.2
C 6.15112 0.43098 -2.23862 -0.1 0.0 0.3
O 5.83244 0.62658 -1.08675 0.0 0.0 0.0
H 5.32469 4.22800 -5.91756 0.0 0.0 0.0
H 4.53635 4.54773 -3.59354 0.0 0.0 0.0
H 4.92738 2.78972 -1.90429 0.1 -0.1 0.0
H 6.46590 2.13407 -6.55658 0.0 -0.1 0.0
H 8.00591 -2.43582 -5.39613 0.0 0.1 0.0
H 8.32980 -4.22128 -3.72380 0.0 0.0 0.0
H 7.69406 -3.82702 -1.35256 0.0 0.0 0.0
H 6.70766 -1.69982 -0.68079 -0.1 0.1 -0.1
C 0.17037 5.88538 7.89096 -0.1 0.0 0.0
C -0.92133 6.73716 8.02785 0.0 0.0 0.0
C -1.78365 6.93809 6.96383 0.0 0.1 0.2
C -1.55282 6.29667 5.75319 0.1 -0.1 -0.1
C -0.44473 5.45981 5.60963 -0.1 0.1 0.0
C 0.40877 5.24880 6.68512 0.1 0.0 0.1
C -0.15118 4.79810 4.30683 0.2 -0.2 0.0
O 0.80885 4.06888 4.18462 0.0 0.0 0.0
C -1.06222 5.06332 3.15923 -0.1 0.1 0.0
C -0.77677 4.50039 1.92170 0.0 -0.1 -0.1
C -1.62164 4.72810 0.84823 -0.1 0.0 0.0
C -2.75927 5.51188 1.01017 0.1 0.0 0.0
C -3.04716 6.07868 2.23909 -0.1 0.0 -0.1
C -2.19617 5.86507 3.31568 0.1 -0.1 0.0
C -2.50008 6.50929 4.62294 -0.2 0.1 0.0
O -3.49130 7.19568 4.76553 0.0 0.0 0.0
H 0.83835 5.72275 8.72670 0.0 0.0 0.0
H -1.09913 7.24272 8.96813 0.0 0.0 0.0
H -2.63591 7.59524 7.06888 0.0 0.0 -0.1
H 1.25904 4.58994 6.57400 0.0 0.0 -0.1
H 0.10655 3.88830 1.80022 0.0 0.0 0.1
H -1.39644 4.29249 -0.11696 0.0 0.0 0.0
H -3.42070 5.68362 0.17244 0.0 0.0 0.0
H -3.93066 6.68978 2.36316 0.0 0.0 0.1
```
Positions in Å, forces in eV/Å.

**Net charge**: -1
**M**: 1199.914 g/mol
**Electronic energy**: -3898.677217 Eh
**Frontier orbital gap**: 3.4 eV
**HOMO**: -3.37 eV
**Largest force on an atom**: 2.55 eV/A

Here are the Löwdin charges for atoms 1 to 5, given in e: atom 1 (C): -0.10, atom 2 (C): -0.23, atom 3 (In): 0.82, atom 4 (C): -0.24, atom 5 (C): -0.30